C18H22N3OPdS3 | ωB97M-V/def2-TZVPD

Computed properties:
M: 499.015 g mol⁻¹
E_LUMO: -4.7 eV
Kohn-Sham gap: 6.63 eV
net charge: +1

XYZ file:
```
48
Properties=species:S:1:pos:R:3:forces:R:3:lowdin_charge:R:1
Pd -0.0060 -0.1776 -0.0369 1.19 -0.72 -1.92 0.858
S -2.1154 1.6900 0.4807 -0.52 0.08 0.83 0.836
S -2.5385 3.8878 3.3932 -0.01 0.14 0.00 0.892
S -0.2265 0.8482 2.9000 -0.65 0.07 0.55 0.843
O 2.8987 -2.3141 -1.9258 0.05 -0.02 -0.07 0.091
N 1.0828 -1.1060 -1.3828 -0.45 0.31 0.53 -0.065
N -1.2441 -0.0328 -2.0373 0.17 0.20 0.59 0.050
N 1.8291 -1.0294 1.1724 -0.54 0.38 -0.01 0.066
C -2.8120 0.7261 1.8645 0.09 0.05 -0.12 -0.491
C -1.7280 -0.1069 2.5312 0.15 0.32 -0.01 -0.533
C 3.8403 -2.2435 0.6913 0.07 -0.05 0.01 0.028
C -0.5464 -0.5256 -3.0656 -0.20 0.06 -0.14 -0.257
C 2.6472 -1.6570 0.3243 0.17 -0.10 0.16 -0.195
C -0.9895 -0.4475 -4.3818 -0.01 0.00 0.00 0.000
C 0.7218 -1.2033 -2.7798 0.15 -0.14 -0.03 -0.156
C -2.9783 3.2851 0.7008 0.33 0.09 -0.22 -0.487
C -2.1939 0.1556 -4.6577 0.00 0.00 -0.09 -0.030
C 2.2096 -0.9955 2.4567 0.09 -0.10 -0.03 -0.141
C 3.3918 -1.5564 2.9099 -0.03 0.00 -0.04 -0.027
C -2.4331 0.5328 -2.3191 -0.10 -0.15 -0.12 -0.156
C -2.9348 0.6503 -3.5951 0.00 -0.03 0.01 -0.038
C -2.3144 4.2843 1.6350 -0.06 -0.16 0.10 -0.518
C 4.2317 -2.1900 2.0145 0.06 -0.03 0.05 -0.017
C -0.8933 3.3795 3.9540 -0.14 -0.08 0.02 -0.527
C 2.2361 -1.7325 -1.0864 0.05 -0.06 -0.18 -0.501
C -0.7771 1.8938 4.2899 0.25 0.06 -0.15 -0.486
H 4.4227 -2.7278 -0.0799 -0.02 0.01 -0.01 0.132
H -2.5560 0.2335 -5.6745 0.01 0.00 0.01 0.122
H -2.7745 5.2625 1.4890 0.02 -0.01 -0.07 0.076
H -3.2256 1.4381 2.5734 -0.05 0.00 0.02 0.036
H -3.9883 3.0443 1.0306 -0.02 0.02 -0.06 0.084
H -0.1647 3.6623 3.1961 0.05 0.05 0.06 0.071
H 5.1626 -2.6352 2.3398 -0.01 0.01 -0.01 0.123
H -3.6067 0.0864 1.4804 -0.03 -0.03 0.07 0.088
H 1.5527 -0.5114 3.1508 -0.05 0.01 0.04 0.009
H -0.3730 -0.8681 -5.1655 -0.01 0.02 0.02 0.131
H -1.3993 -0.9134 1.8676 0.00 -0.15 0.01 0.048
H 1.5187 -0.7877 -3.4009 0.06 0.04 0.01 0.147
H -2.0944 -0.5729 3.4456 -0.03 -0.06 -0.02 0.092
H -0.0205 1.7583 5.0628 -0.03 -0.01 0.05 0.075
H -1.7164 1.4844 4.6605 0.02 0.04 0.06 0.078
H -1.2502 4.3726 1.4208 -0.01 0.05 -0.01 0.078
H -3.0012 0.8976 -1.4856 -0.02 0.00 0.04 0.031
H 3.6334 -1.4883 3.9610 -0.02 0.01 0.00 0.117
H -3.0394 3.7064 -0.3044 -0.04 0.00 0.01 0.081
H 0.6433 -2.2540 -3.0743 0.01 -0.06 0.02 0.149
H -0.6940 3.9674 4.8494 0.05 -0.02 0.02 0.072
H -3.8951 1.1217 -3.7483 0.00 -0.02 0.03 0.116
```
Positions in Å, forces in eV/Å.